Here is C32H45GeIrN2O3PS7Se as an isolated structure from the OMol25 dataset. Energies are from ωB97M-V/def2-TZVPD.

```
! RIJCOSX wB97M-V def2-TZVPD def2/J DEFGRID3
* xyz 2 2
Ir 1.34212 -1.79860 0.02588
C 4.22088 0.10942 -0.33559
C 4.30120 -1.13496 0.47645
N 3.28860 -1.94139 0.71452
C 3.64678 -3.02657 1.49393
C 4.95229 -3.05120 1.84237
S 5.74557 -1.68655 1.19104
C 2.52618 -3.89564 1.77289
C 2.39989 -5.04340 2.46959
S 0.77706 -5.57271 2.41567
C 0.31821 -4.22036 1.48348
N 1.34192 -3.43984 1.21055
C -1.09770 -3.98906 1.09593
H 3.24838 0.57555 -0.18108
H 4.34748 -0.11889 -1.39691
H 4.99981 0.81248 -0.04609
H 5.47494 -3.77204 2.44891
H 3.16011 -5.59280 2.99947
H -1.55014 -4.90902 0.72799
H -1.17598 -3.21657 0.33229
H -1.65363 -3.65664 1.97336
C -3.07106 -1.62009 3.73551
C -3.14040 -1.29528 2.25892
C -4.12194 -0.18886 1.93714
O -1.77359 -1.02991 1.76627
P -1.00679 0.34865 1.74143
S -1.60735 1.62815 0.38700
S 0.99368 -0.22795 1.69662
O -1.15897 0.88388 3.21961
C -1.17282 2.28707 3.63487
C 0.25358 2.75993 3.80384
C -1.97944 2.34170 4.91138
H -4.04341 -1.97864 4.07421
H -2.80525 -0.73593 4.31263
H -2.33043 -2.39517 3.93624
H -3.41344 -2.18602 1.69056
H -3.87404 0.73307 2.46372
H -5.11194 -0.50670 2.26684
H -4.16211 0.02002 0.86970
H -1.67125 2.84694 2.84225
H 0.76352 2.16998 4.56612
H 0.26331 3.80600 4.11197
H 0.80943 2.67027 2.86788
H -1.51199 1.73294 5.68604
H -2.99608 1.98552 4.74738
H -2.03269 3.37041 5.26783
O 0.01085 -1.00910 -1.09548
C -0.13754 -1.77923 -2.28641
C 0.18586 -0.91741 -3.48903
C -0.56641 0.15179 -3.89074
C -0.09211 0.73666 -5.09238
C 1.00248 0.09230 -5.58572
S 1.46791 -1.21530 -4.59096
C -1.58018 -2.23351 -2.35522
C -2.56755 -1.91474 -1.47189
C -3.82977 -2.44846 -1.85413
C -3.76909 -3.14489 -3.01996
S -2.19188 -3.14821 -3.68049
C 0.83502 -2.94864 -2.08519
C 2.21711 -2.82821 -1.93261
C 2.85291 -4.09978 -1.73889
C 1.96346 -5.11937 -1.74903
S 0.34941 -4.59100 -2.00581
H -1.45519 0.46760 -3.35926
H -0.55923 1.57704 -5.58524
H 1.55418 0.30625 -6.48710
H -2.39467 -1.29801 -0.60163
H -4.74209 -2.31272 -1.29159
H -4.56632 -3.65529 -3.53593
H 2.75983 -1.93389 -2.20665
H 3.92001 -4.23135 -1.62997
H 2.16730 -6.17373 -1.64044
C -1.03221 5.59097 0.77798
Ge -0.17375 5.04820 -0.87645
C 0.95775 6.43706 -1.63567
C -1.43406 4.32264 -2.17454
C 1.16287 3.57699 -0.32900
Se 0.97978 1.99076 -1.31475
C 1.89723 2.58748 -2.91770
H -1.69737 6.43038 0.57148
H -0.28777 5.91831 1.50525
H -1.61838 4.77716 1.20231
H 0.35139 7.30140 -1.90727
H 1.46708 6.08673 -2.53392
H 1.70557 6.76178 -0.91223
H -2.16957 5.09156 -2.41460
H -1.96712 3.46360 -1.76933
H -0.94290 4.03792 -3.10801
H 0.94159 3.34104 0.71065
H 2.16187 3.98881 -0.46919
H 1.27231 3.31197 -3.44114
H 2.02598 1.71788 -3.55731
H 2.85293 3.03735 -2.65547
*
```

Values from the calculation:
<S²> ... 0.754
LUMO level (spin up / spin down) ... -0.201 / -0.276 hartree
Highest occupied orbital energy (spin up / spin down) ... -13.040 / -13.028 eV
Frontier orbital gap (spin up / spin down) ... 7.56 / 5.51 eV